Density functional theory data (ωB97M-V/def2-TZVPD) for a structure of composition C21H45AlF in a non-equilibrium geometry.

The geometry in XYZ format:
```
68
Properties=species:S:1:pos:R:3:forces:R:3:lowdin_charge:R:1
C 5.2244 -1.5076 2.4905 0.84 0.33 0.41 -0.1277
C 6.3594 -0.6342 1.8286 -1.76 -0.69 -0.21 -0.2523
C 5.7340 -0.0252 0.5064 0.83 0.31 0.86 -0.2200
C 5.0397 1.3473 0.7906 0.79 0.42 -0.39 -0.2177
C 5.0924 2.3200 -0.4493 -0.38 -0.81 0.59 -0.2132
C 4.0183 1.8944 -1.5163 0.30 1.40 -0.50 -0.1909
C 2.8550 2.9607 -1.5787 -0.89 -0.79 0.13 -0.1995
C 1.4372 2.3469 -1.2314 0.31 0.70 0.01 -0.2220
C 0.3452 2.9096 -2.2086 -0.62 -0.17 0.81 -0.2134
C -1.1205 2.9679 -1.5833 1.33 -1.06 -0.30 -0.2017
C -1.2966 1.7265 -0.6400 -1.59 0.91 -0.24 -0.2491
C -2.7933 1.4049 -0.2619 0.90 -0.02 1.06 -0.2797
C -2.7593 0.5090 1.0610 0.06 0.31 -0.72 -0.2485
Al -3.8906 -1.1869 0.9255 0.36 -0.29 0.98 0.3406
C -2.6044 -2.7801 1.1913 0.70 0.64 -0.43 -0.2687
C -1.4506 -2.7526 0.1012 -0.49 -0.75 0.16 -0.3148
C -1.6697 -3.8150 -1.0305 0.91 0.66 0.30 -0.2353
C -0.5145 -3.7043 -2.1046 -0.81 -0.37 -0.19 -0.2529
C -1.0356 -3.7289 -3.5923 0.45 -0.33 0.10 -0.1251
C -5.2969 -1.0655 2.4551 0.46 0.94 -1.69 -0.3348
F -4.5814 -0.4849 3.5723 -0.46 -0.75 0.30 -0.1688
C -6.3560 0.0056 1.9986 -0.40 0.04 0.73 -0.2799
C -6.1213 1.4342 2.5935 0.19 0.10 -0.03 -0.1333
H 4.9666 -2.3548 1.8216 -0.08 0.59 0.42 0.0713
H 4.3579 -0.8469 2.6907 0.23 -0.58 -0.27 0.0706
H 5.5403 -1.9254 3.4759 -0.17 0.23 -0.68 0.0648
H 7.2236 -1.2928 1.6149 -0.29 0.55 0.09 0.0934
H 6.6180 0.1754 2.5397 0.21 -0.44 -0.52 0.0917
H 5.0446 -0.7800 0.0660 0.48 0.59 0.10 0.1065
H 6.5794 0.1720 -0.1875 -0.62 -0.17 0.12 0.1011
H 5.6084 1.8593 1.6065 -0.42 -0.48 -0.42 0.1022
H 3.9902 1.2381 1.1435 0.61 0.02 -0.29 0.1151
H 4.9074 3.3356 -0.0320 -0.13 -0.54 -0.61 0.0943
H 6.1169 2.3669 -0.8886 -0.61 -0.30 0.39 0.1008
H 4.4777 1.8558 -2.5337 -0.17 -0.02 0.74 0.1008
H 3.6239 0.8692 -1.3401 0.22 0.75 0.17 0.0989
H 3.0102 3.7953 -0.8553 0.17 -0.62 -0.52 0.0994
H 2.7651 3.4460 -2.5755 0.35 -0.47 0.48 0.0924
H 1.4338 1.2341 -1.2546 0.14 0.76 -0.14 0.1017
H 1.2413 2.6107 -0.1654 -0.16 -0.13 -0.78 0.1048
H 0.6427 3.9279 -2.5411 -0.13 -0.63 0.01 0.0927
H 0.3136 2.2126 -3.0803 0.07 0.68 0.40 0.1107
H -1.2529 3.9009 -0.9966 -0.03 -0.48 -0.38 0.1040
H -1.8267 2.9456 -2.4398 0.14 0.11 0.65 0.1002
H -0.8793 0.8049 -1.1007 0.02 0.58 0.39 0.1077
H -0.7984 1.9784 0.3215 -0.07 -0.48 -0.70 0.0991
H -3.3168 0.8981 -1.0987 0.32 0.27 0.37 0.0692
H -3.3485 2.3500 -0.0379 0.38 -0.55 -0.30 0.0950
H -1.6953 0.1803 1.2132 -0.74 0.17 -0.08 0.0420
H -2.9919 1.1509 1.9425 0.09 -0.45 -0.51 0.0362
H -4.6857 -1.2950 -0.4727 -0.10 0.01 -0.31 -0.0589
H -3.1228 -3.7661 1.2031 0.51 0.44 0.12 0.0327
H -2.0947 -2.5853 2.1675 -0.59 -0.40 -0.39 0.0399
H -1.3755 -1.7602 -0.4071 -0.07 -0.48 0.35 0.0753
H -0.4548 -2.9339 0.5800 -0.55 0.09 -0.41 0.0969
H -1.6169 -4.8398 -0.6022 -0.40 0.61 -0.13 0.1002
H -2.6795 -3.6259 -1.4537 0.60 -0.27 0.07 0.1002
H 0.1501 -4.5876 -1.9599 -0.18 0.81 -0.05 0.0912
H 0.0561 -2.7718 -1.9013 -0.25 -0.64 -0.22 0.0901
H -0.7075 -2.8332 -4.1597 -0.38 -0.44 0.34 0.0583
H -0.6299 -4.6111 -4.1423 -0.25 0.57 0.35 0.0559
H -2.1387 -3.8247 -3.6203 0.58 0.27 -0.04 0.0590
H -5.7378 -2.0528 2.7086 0.05 0.79 0.53 0.0713
H -7.3768 -0.3129 2.3180 0.41 0.25 -0.30 0.0848
H -6.3879 0.1174 0.8922 0.14 -0.31 0.59 0.0660
H -5.0585 1.7569 2.5442 -0.64 -0.38 -0.14 0.0508
H -6.7106 2.1810 2.0081 0.26 -0.50 0.54 0.0633
H -6.3956 1.4953 3.6719 0.04 -0.08 -0.77 0.0650
```
Forces are in eV/Å.

total charge: -1
Kohn-Sham gap: 6.921 eV
E: -31820.984 eV
relative energy (zero: lowest compared OMol25 entry of this formula, charge and spin): 108.56 kJ/mol
molecular weight: 343.57 g/mol
2S+1: 1
LUMO: 0.0986 Eh